# 1
10
Properties=species:S:1:pos:R:3:mulliken_charge:R:1 method="wB97M-V/def2-TZVPD" smiles=Pn1cpcn1 de_lowest_ev=0.606 lumo_energy_ev=0.7336
H 2.2265 0.4633 -1.1195 0.0554
H -1.8001 -2.1087 0.4234 0.4362
C -1.4598 -1.1188 0.1985 -0.2625
H 2.6139 -0.7700 0.3601 0.0882
H -0.6512 2.2584 -0.0925 0.3525
N -0.1743 -1.1519 0.1435 -0.5361
P -2.3267 0.4859 -0.0388 -0.1501
C -0.7103 1.1829 -0.0194 -0.1861
N 0.2660 0.2441 -0.0591 0.3062
P 2.0159 0.5149 0.2039 -0.1037



# 2
10
Properties=species:S:1:pos:R:3:mulliken_charge:R:1 method="wB97M-V/def2-TZVPD" de_lowest_ev=3.373 lumo_energy_ev="-1.1706 / -2.8743"
H -0.8119 2.2366 -0.3164 0.3352
P 2.7275 0.3452 0.3492 0.0418
H -1.8146 -2.1463 0.6721 0.4164
P -2.6186 0.3511 0.0618 -0.1419
C -1.6348 -1.1199 0.3415 -0.1727
C -1.0766 1.1398 -0.0916 -0.2233
N -0.3620 -0.9513 0.2018 -0.3596
N -0.0923 0.2735 -0.2140 -0.0120
H 2.4417 0.8021 -0.8993 0.0506
H 3.2416 -0.9308 -0.1051 0.0655



# 3
9
Properties=species:S:1:pos:R:3:mulliken_charge:R:1 method="wB97M-V/def2-TZVPD" smiles=CN(S)C#N de_lowest_ev=2.756 lumo_energy_ev=-1.7121
H -1.8127 0.9864 -0.5966 0.2899
H -1.6359 0.0149 0.8682 0.3100
H -1.5430 -0.9512 -0.5580 0.2617
H 2.5072 -1.6474 -0.2518 0.1920
C 0.8895 1.0937 0.2690 0.4978
C -1.2760 0.0402 -0.1649 -0.6413
N 0.1868 0.1184 -0.3182 -0.3546
N 1.4840 2.0594 0.4791 -0.4355
S 1.2001 -1.7144 0.2732 -0.1200



Number 1: energy -23694.315 eV. Number 2: energy -23691.549 eV. Number 3: energy -15951.127 eV.